Entry 1:
Here is a 2-piece molecular cluster, C3H3FO overall from the OMol25 dataset. Energies are from the ωB97M-V functional and the def2-TZVPD basis.

Values from the calculation:
* ΔE to the lowest compared entry with this formula, charge and spin: 96.1 kcal per mole
* energy: -7919.12797 eV
* net charge: 0

Atoms and positions in Å:
C -0.236 0.994 0.033
C 0.838 -0.045 -0.355
C -0.300 -0.312 0.516
O -0.598 2.098 -0.153
F -1.960 -1.582 -0.121
H 0.775 -0.174 -1.430
H 1.837 -0.235 0.018
H -0.357 -0.743 1.493

Results of the natural (NBO) charge analysis, in e, for atoms 1 through 4: number 1, C, carries 0.56; number 2, C, carries -0.54; number 3, C, carries 0.11; number 4, O, carries -0.38

---

Entry 2:
Here is a 2-piece molecular cluster, C3H3FO overall from the OMol25 dataset. Energies are from the ωB97M-V functional and the def2-TZVPD basis.

Values from the calculation:
* ΔE to the lowest compared entry with this formula, charge and spin: 43.2 kcal per mole
* energy: -7921.41883 eV
* net charge: 0

Atoms and positions in Å:
C 0.297 0.768 0.151
C -2.042 -0.920 -0.067
C -1.003 0.865 0.032
O -3.198 -0.947 0.125
F -1.764 1.944 -0.047
H 0.954 1.624 0.208
H 0.752 -0.206 0.211
H -1.343 -1.717 -0.307

Results of the natural (NBO) charge analysis, in e, for atoms 1 through 4: number 1, C, carries -0.57; number 2, C, carries 0.45; number 3, C, carries 0.33; number 4, O, carries -0.47

---

Entry 3:
Here is an isolated molecule of C3H3FO from the OMol25 dataset. Energies are from the ωB97M-V functional and the def2-TZVPD basis.

Values from the calculation:
* ΔE to the lowest compared entry with this formula, charge and spin: 22.5 kcal per mole
* energy: -7919.21973 eV
* net charge: 0
* spin multiplicity: 3
* expectation value of S²: 2.005

Atoms and positions in Å:
C 0.431 -0.251 -1.054
C -0.519 -0.558 -0.030
C 0.004 0.398 0.993
O 1.362 0.347 -1.514
F -0.472 1.697 0.879
H -1.565 -0.415 -0.281
H -0.289 -1.645 0.143
H 1.048 0.428 0.865

Results of the natural (NBO) charge analysis, in e, for atoms 1 through 4: number 1, C, carries 0.50; number 2, C, carries -0.66; number 3, C, carries 0.29; number 4, O, carries -0.47

---

Entry 4:
Here is an isolated molecule of C3H3FO2 from the OMol25 dataset. Energies are from the ωB97M-V functional and the def2-TZVPD basis.

Values from the calculation:
* ΔE to the lowest compared entry with this formula, charge and spin: 125.9 kcal per mole
* energy: -9966.09887 eV
* net charge: 0

Atoms and positions in Å:
C 0.686 -0.047 0.178
C 0.399 -1.116 -0.717
O 0.815 -1.299 -1.827
F -0.398 -2.079 -0.151
O -0.539 0.355 1.315
C -0.007 1.193 0.270
H -0.765 1.522 -0.446
H -1.353 -0.109 1.060
H 1.162 1.579 0.318

Results of the natural (NBO) charge analysis, in e, for atoms 1 through 4: number 1, C, carries -0.08; number 2, C, carries 0.73; number 3, O, carries -0.55; number 4, F, carries -0.37

---

- What is the ΔE to the lowest compared entry with this formula, charge and spin in the first record?
  96.1 kcal per mole

---

- What is the formula in the second record?
  C3H3FO